(1)
ClH2NP2 | the ωB97M-V functional and the def2-TZVPD basis

Structure (SMILES) ... [H]/N=P(\Cl)=P\[H]
Charge ... 0
Calculated total energy ... -32621.20140 eV
Energy above the lowest of the compared OMol25 structures with the same formula, charge and spin ... 107.9 kJ/mol

```
6
Properties=species:S:1:pos:R:3:forces:R:3
H 1.279409 -0.400109 -1.673987 0.759 -0.430 -0.710
N 0.624108 -1.070342 -1.280145 -0.299 1.014 0.327
P -0.029789 -0.183766 -0.189773 0.182 -0.619 0.164
Cl 1.018851 1.224190 0.754009 1.535 0.680 -0.191
P -1.754912 -0.137112 0.721499 -2.795 -1.727 -1.003
H -1.137667 0.567140 1.668397 0.618 1.081 1.413
```
Forces are in eV/Å.

=====

(2)
ClH2NP2 | the ωB97M-V functional and the def2-TZVPD basis

Structure (SMILES) ... N=P#[PH]Cl
Charge ... 0
Calculated total energy ... -32621.19819 eV
Energy above the lowest of the compared OMol25 structures with the same formula, charge and spin ... 108.2 kJ/mol

```
6
Properties=species:S:1:pos:R:3:forces:R:3
N -0.875997 0.084063 0.388635 3.527 2.593 -0.028
P 0.440313 1.192326 0.348015 -3.874 -3.173 0.068
P 1.776064 -0.527876 0.547506 1.425 1.875 3.062
Cl 3.597277 0.124383 -0.205378 -0.349 -0.270 -0.432
H -1.801771 0.485044 0.524201 0.142 0.493 -0.101
H 1.136419 -1.294991 -0.291037 -0.871 -1.519 -2.568
```
Forces are in eV/Å.

=====

(3)
ClH2NS | the ωB97M-V functional and the def2-TZVPD basis

Structure (SMILES) ... N=S.Cl
Charge ... 0
Calculated total energy ... -24878.15901 eV
Energy above the lowest of the compared OMol25 structures with the same formula, charge and spin ... 104.3 kJ/mol

```
5
Properties=species:S:1:pos:R:3:forces:R:3
N 0.648881 -0.559793 -1.020224 1.809 0.345 -0.601
S 0.989112 -2.092101 -0.908636 -0.094 1.237 -0.136
H 1.509289 0.042856 -1.362487 -1.719 -1.562 0.738
Cl -1.708367 0.785342 2.041192 0.303 1.181 -0.873
H -1.438915 1.823696 1.250156 -0.299 -1.202 0.872
```
Forces are in eV/Å.

=====

(4)
ClH2O2PS | the ωB97M-V functional and the def2-TZVPD basis

Structure (SMILES) ... OP(O)(=S)Cl
Charge ... 0
Calculated total energy ... -36776.52506 eV
Energy above the lowest of the compared OMol25 structures with the same formula, charge and spin ... 0.0 kJ/mol

```
7
Properties=species:S:1:pos:R:3:forces:R:3
O -0.311839 -1.315566 0.562831 -0.126 -0.805 0.448
P 0.048030 0.129575 0.077642 0.722 1.109 0.283
O -0.573940 0.167366 -1.380911 0.020 -0.750 0.498
S -0.329004 1.751254 1.047446 -0.351 -0.708 0.141
Cl 1.995609 0.058208 -0.312945 0.940 -0.445 -0.094
H 0.226103 -1.767737 1.238393 -0.210 0.556 -0.344
H -1.054958 0.976899 -1.232456 -0.993 1.043 -0.933
```
Forces are in eV/Å.

=====

(5)
ClH2O2PS | the ωB97M-V functional and the def2-TZVPD basis

Structure (SMILES) ... OP(O)(=S)Cl
Charge ... 0
Calculated total energy ... -36776.45044 eV
Energy above the lowest of the compared OMol25 structures with the same formula, charge and spin ... 7.2 kJ/mol

```
7
Properties=species:S:1:pos:R:3:forces:R:3
O 1.099881 0.093498 0.987177 -0.361 0.892 -1.160
P -0.165804 0.101476 0.013816 -0.840 1.303 0.705
O 0.525645 0.174602 -1.413704 -1.042 -0.922 0.080
S -1.434189 -1.363124 0.296860 0.890 1.239 -0.261
Cl -0.908542 2.112229 0.218347 0.653 -1.902 -0.138
H 0.816321 -0.494818 1.661914 0.045 -1.010 1.642
H 0.066690 -0.623861 -1.764407 0.654 0.400 -0.868
```
Forces are in eV/Å.

=====

(6)
ClH2O2PS | the ωB97M-V functional and the def2-TZVPD basis

Spin multiplicity ... 3
Charge ... 0
Calculated total energy ... -36770.91045 eV
Energy above the lowest of the compared OMol25 structures with the same formula, charge and spin ... 172.6 kJ/mol

```
7
Properties=species:S:1:pos:R:3:forces:R:3
O 0.208470 0.405086 1.343423 -0.520 1.419 -0.274
O 0.615246 0.770855 -1.186252 1.847 -3.279 0.731
P -0.389962 0.007383 -0.067481 1.785 4.062 -1.808
S -0.447802 -1.921099 -0.394091 1.096 -6.250 -0.546
Cl -1.988265 1.039031 -0.028733 -4.083 3.650 0.332
H 0.641867 -0.344253 1.655376 1.644 -2.026 1.496
H 1.360443 0.042995 -1.322245 -1.768 2.425 0.069
```
Forces are in eV/Å.

=====

(7)
ClH2O2PS2 | the ωB97M-V functional and the def2-TZVPD basis

Charge ... 0
Calculated total energy ... -47607.39446 eV
Energy above the lowest of the compared OMol25 structures with the same formula, charge and spin ... 379.3 kJ/mol

```
8
Properties=species:S:1:pos:R:3:forces:R:3
O -2.762155 0.335325 -1.520967 -0.557 0.249 0.138
O -2.655114 2.124578 -3.177981 0.571 0.601 -0.231
P -0.225430 -0.341273 -0.921598 0.493 -0.922 2.675
S -0.276390 1.737071 -1.394071 -0.851 0.085 -0.228
S -1.987851 1.144829 -2.403309 -0.704 -0.315 -0.280
Cl -1.155186 -0.271876 -3.614014 -0.309 0.185 -1.480
H -1.370049 -0.386589 0.003426 1.201 0.106 -0.512
H 0.683037 -0.101796 0.147519 0.156 0.012 -0.083
```
Forces are in eV/Å.

=====

(8)
ClH2O2PS2 | the ωB97M-V functional and the def2-TZVPD basis

Structure (SMILES) ... O=S(=O)(Cl)SP
Charge ... 0
Calculated total energy ... -47607.63927 eV
Energy above the lowest of the compared OMol25 structures with the same formula, charge and spin ... 355.7 kJ/mol

```
8
Properties=species:S:1:pos:R:3:forces:R:3
O -2.740286 1.408834 0.097816 0.290 0.813 -0.044
S -2.668681 1.238857 1.512559 -1.237 -0.894 -0.108
O -3.869222 0.926939 2.218828 0.455 -0.477 0.100
Cl -2.046244 2.878212 2.500379 0.499 0.497 -0.267
S -1.152888 -0.124697 1.817601 -0.459 -0.329 0.923
P -0.180925 0.204717 -0.047612 -4.108 -0.048 -2.435
H 0.911232 -0.297966 0.384763 3.643 -1.223 1.640
H -0.013253 1.495579 0.281980 0.917 1.661 0.191
```
Forces are in eV/Å.